1.
DFT (ωB97M-V/def2-TZVPD) results for a cluster of 13 separate species, C21H68N12O13 in total in a non-equilibrium geometry.

Frontier orbital gap = 0.318 Ha
Calculated total energy = -67371.91233 eV

ORCA input file:
```
! wB97M-V def2-TZVPD RIJCOSX def2/J DEFGRID3
* xyz 0 1
C -1.71 1.92 -2.32
O -0.80 2.50 -1.41
H -2.64 2.32 -2.01
H -1.77 0.86 -2.29
H -1.53 2.28 -3.39
H -1.25 2.68 -0.59
C -0.42 0.24 0.59
O -0.35 -0.94 -0.11
H -1.27 0.79 0.31
H 0.44 0.88 0.29
H -0.45 0.18 1.66
H -0.71 -0.80 -1.03
C -0.86 -1.02 4.92
O -0.91 0.00 3.99
H -1.42 -0.80 5.87
H 0.10 -1.32 5.10
H -1.45 -1.77 4.47
H -0.08 0.03 3.53
C 2.63 3.73 -0.32
O 3.94 3.62 0.14
N 2.07 4.90 -0.51
N 1.93 2.65 -0.62
H 2.57 5.70 -0.13
H 1.19 5.19 -0.94
H 2.40 1.73 -0.35
H 1.01 2.52 -1.07
C 3.15 -0.56 -0.70
O 4.38 -0.57 -1.19
N 2.79 0.03 0.36
N 2.10 -1.09 -1.22
H 3.57 0.35 0.96
H 1.97 -0.20 1.01
H 2.36 -1.59 -2.14
H 1.16 -0.92 -0.88
C -3.85 -0.70 -1.26
O -4.14 0.19 -0.29
N -4.23 -0.54 -2.49
N -3.22 -1.79 -1.01
H -4.70 0.38 -2.58
H -4.05 -1.23 -3.23
H -2.93 -1.86 -0.03
H -2.53 -2.08 -1.63
C 2.52 -1.35 3.21
O 1.64 -0.26 2.87
N 2.49 -2.48 2.62
N 3.45 -1.27 4.14
H 1.76 -2.68 1.90
H 3.19 -3.19 2.83
H 3.42 -0.37 4.71
H 3.90 -2.01 4.60
C 1.13 -4.08 0.66
O 1.38 -5.29 1.20
N 0.35 -3.15 1.19
N 1.75 -3.65 -0.39
H -0.08 -3.41 2.09
H 0.03 -2.35 0.62
H 2.51 -4.22 -0.73
H 1.82 -2.64 -0.64
C -0.51 -2.97 -3.18
O -0.87 -1.77 -2.65
N -1.13 -3.43 -4.21
N 0.45 -3.74 -2.77
H -2.03 -2.90 -4.27
H -1.09 -4.47 -4.47
H 0.86 -3.69 -1.76
H 0.35 -4.71 -2.94
C -1.83 -4.62 -0.61
C -3.02 -4.98 -1.41
C -3.24 -6.48 -1.02
O -4.02 -4.38 -1.01
H -1.91 -4.77 0.44
H -1.51 -3.61 -0.73
H -0.97 -5.17 -0.84
H -2.65 -4.91 -2.39
H -3.70 -6.78 -0.10
H -2.24 -6.97 -1.00
H -3.90 -6.92 -1.71
H -3.84 -3.41 -0.96
C -3.38 3.75 0.15
C -2.46 3.47 1.30
C -2.70 2.24 2.12
O -1.20 3.38 0.94
H -4.05 4.48 0.56
H -3.95 2.88 -0.32
H -2.82 4.20 -0.64
H -2.58 4.28 2.02
H -1.95 1.92 2.77
H -2.91 1.38 1.52
H -3.64 2.29 2.69
H -0.79 3.85 1.61
C 2.04 4.40 4.19
C 1.64 3.97 2.80
C 0.91 2.68 2.84
O 0.97 4.73 2.08
H 1.25 4.81 4.76
H 2.84 5.19 4.12
H 2.51 3.58 4.71
H 2.58 3.65 2.38
H 0.90 2.14 1.89
H -0.05 2.77 3.20
H 1.29 2.01 3.58
H 1.05 4.36 1.19
C 3.60 2.29 -3.51
C 2.12 2.39 -3.95
C 1.31 1.18 -3.65
O 1.47 3.32 -3.48
H 4.07 3.25 -3.82
H 4.17 1.64 -4.09
H 3.76 2.25 -2.44
H 2.25 2.55 -5.01
H 0.34 1.29 -4.13
H 1.02 1.04 -2.65
H 1.76 0.17 -3.97
H 1.69 3.37 -2.58
*
```

Löwdin population analysis, charges in e, atoms 1 to 5:
1. C -0.12
2. O -0.16
3. H 0.05
4. H 0.05
5. H 0.12

---

2.
DFT (ωB97M-V/def2-TZVPD) results for a cluster of 13 separate species, C21H68N6O13 in total in a non-equilibrium geometry.

Frontier orbital gap = 0.321 Ha
Calculated total energy = -58431.85594 eV

ORCA input file:
```
! wB97M-V def2-TZVPD RIJCOSX def2/J DEFGRID3
* xyz 0 1
C -2.85 0.72 3.16
C -2.50 -0.47 4.09
O -2.35 -1.54 3.21
H -2.02 1.13 2.68
H -3.38 1.44 3.77
H -3.46 0.41 2.36
H -3.23 -0.72 4.87
H -1.53 -0.32 4.58
H -2.05 -2.33 3.73
C -2.52 3.74 -4.05
C -1.63 2.47 -3.83
O -1.64 2.20 -2.47
H -2.13 4.59 -3.66
H -3.55 3.56 -3.69
H -2.59 3.90 -5.14
H -0.63 2.51 -4.32
H -2.12 1.61 -4.38
H -0.64 2.23 -2.31
C 0.75 3.68 -1.05
C 1.83 2.70 -1.48
O 1.19 1.67 -2.22
H 0.00 3.13 -0.54
H 0.34 4.24 -1.86
H 1.15 4.52 -0.43
H 2.38 2.40 -0.57
H 2.60 3.10 -2.18
H 1.87 1.04 -2.53
C -0.80 0.24 0.10
C 0.21 -0.73 0.57
O 0.06 -0.88 2.00
H -1.78 -0.21 0.28
H -0.66 0.17 -0.99
H -0.70 1.28 0.46
H 1.22 -0.39 0.26
H -0.06 -1.66 0.17
H -0.85 -0.88 2.28
C 1.92 -2.79 -1.60
C 2.73 -2.05 -2.59
O 2.49 -0.75 -2.14
H 2.11 -2.77 -0.45
H 1.96 -3.82 -1.91
H 0.84 -2.65 -1.86
H 2.39 -2.26 -3.60
H 3.74 -2.32 -2.55
H 3.10 -0.24 -2.69
C -2.50 -3.52 0.72
C -3.19 -2.58 -0.31
O -2.35 -2.37 -1.40
H -1.56 -3.14 1.06
H -2.43 -4.60 0.51
H -3.08 -3.43 1.61
H -3.26 -1.50 0.04
H -4.19 -2.74 -0.69
H -2.72 -1.68 -1.97
C -0.28 -0.44 -6.10
C 0.50 -0.02 -4.82
O -0.21 -0.48 -3.74
H 0.04 -0.07 -7.07
H -1.31 -0.11 -6.08
H -0.24 -1.50 -6.22
H 0.74 1.02 -4.73
H 1.39 -0.69 -4.68
H 0.31 -0.42 -2.91
C -0.55 -2.58 5.98
C 0.13 -2.64 4.64
O -0.59 -3.54 3.82
H 0.10 -2.04 6.65
H -0.78 -3.56 6.36
H -1.51 -2.00 6.00
H 1.10 -3.03 4.96
H 0.27 -1.65 4.14
H 0.01 -3.62 3.04
C 3.45 -1.50 3.20
O 3.12 -0.58 4.21
N 2.60 -1.95 2.31
N 4.57 -2.08 3.07
H 1.65 -1.60 2.18
H 2.58 -2.93 2.20
H 5.22 -1.76 3.85
H 4.83 -2.67 2.27
C -4.31 0.09 -2.18
O -5.45 -0.62 -2.11
N -4.11 1.13 -1.45
N -3.28 -0.26 -2.93
H -4.78 1.49 -0.71
H -3.18 1.59 -1.41
H -3.38 -0.91 -3.72
H -2.41 0.29 -2.99
C 4.63 0.23 0.12
O 4.68 1.34 -0.73
N 3.79 -0.76 0.05
N 5.45 0.08 1.07
H 3.17 -0.80 -0.82
H 3.48 -1.40 0.83
H 6.10 0.91 1.27
H 5.59 -0.80 1.62
C 2.29 1.94 2.05
O 3.68 2.24 1.98
H 1.78 2.73 1.48
H 1.94 2.00 3.11
H 1.98 0.95 1.66
H 4.17 1.42 2.18
C -2.14 4.03 1.15
O -2.71 5.25 1.64
H -2.54 3.82 0.16
H -2.25 3.22 1.92
H -1.16 4.18 1.03
H -1.98 5.65 2.22
*
```

Löwdin population analysis, charges in e, atoms 1 to 5:
1. C -0.05
2. C -0.29
3. O -0.12
4. H 0.03
5. H 0.08

---

3.
DFT (ωB97M-V/def2-TZVPD) results for a structure of composition C21H7Cl5N3O3RuS4 in a non-equilibrium geometry.

<S²> = 6.03
Frontier orbital gap (alpha / beta) = 0.254 / 0.227 Ha
Calculated total energy = -141029.48463 eV

ORCA input file:
```
! wB97M-V def2-TZVPD RIJCOSX def2/J DEFGRID3
* xyz 1 5
Ru -0.27 0.26 -0.22
Cl 2.13 -1.38 -0.61
C 2.55 0.27 -0.89
C 1.45 1.13 -0.88
C 1.69 2.45 -1.26
Cl 0.34 3.48 -1.52
C 2.98 2.93 -1.50
Cl 3.23 4.58 -1.89
C 4.06 2.04 -1.44
Cl 5.64 2.58 -1.77
C 3.85 0.68 -1.15
Cl 5.16 -0.43 -1.14
O -1.88 -0.59 7.29
N -1.11 -1.13 6.53
O -0.49 -2.14 6.74
C -0.90 -0.46 5.25
C -1.01 0.89 5.24
C -0.83 1.65 4.06
C -0.99 3.04 4.01
C -0.87 3.68 2.80
C -0.61 2.93 1.66
N -0.42 1.62 1.68
C -0.52 0.97 2.86
C -0.36 -0.46 2.87
N -0.03 -1.05 1.71
C -0.03 -2.37 1.64
C -0.32 -3.18 2.74
C -0.57 -2.60 3.96
C -0.59 -1.20 4.05
H -1.26 1.40 6.16
H -1.21 3.59 4.92
H -0.98 4.75 2.72
H -0.55 3.40 0.68
H 0.22 -2.81 0.67
H -0.35 -4.25 2.61
H -0.75 -3.21 4.83
O -6.50 1.17 -2.95
C -5.43 0.90 -2.52
S -5.17 0.11 -0.94
C -3.43 0.10 -1.01
C -2.84 0.60 -2.15
S -1.13 0.60 -2.40
S -3.89 1.25 -3.37
S -2.51 -0.56 0.26
*
```

Löwdin population analysis, charges in e, atoms 1 to 5:
1. Ru 0.95
2. Cl 0.75
3. C -0.70
4. C -0.40
5. C -0.70

---

Which of these has the highest calculated total energy? C21H68N6O13